ORCA calculation (ωB97M-V/def2-TZVPD) on 2 unconnected molecules or ions with the total composition C6H15N3 in a non-equilibrium geometry.

Maximum force in eV/Å: 3.3
Energy above the lowest of the compared OMol25 structures with the same formula, charge and spin in kcal per mole: 125.4
LUMO (spin up / spin down) in hartree: 0.019 / 0.019
Molecular weight in g mol⁻¹: 129.21

CARTESIAN COORDINATES (ANGSTROEM)
C -0.063 -2.155 -0.367
C -0.526 -0.294 2.021
C -0.758 0.700 -1.364
C 1.776 1.122 -0.874
N 0.587 -0.312 1.100
N 0.764 -1.474 0.408
C 0.405 1.175 -0.232
N -1.411 -2.358 -0.145
C 0.086 2.272 0.501
H 1.737 -1.551 0.137
H 0.383 -2.796 -1.113
H -1.934 -2.598 -0.976
H -1.869 -1.672 0.434
H -0.276 0.417 2.806
H -0.714 -1.287 2.450
H -1.459 0.068 1.553
H -1.732 0.741 -0.874
H -0.688 1.463 -2.136
H -0.600 -0.259 -1.864
H 1.940 1.998 -1.503
H 1.883 0.237 -1.500
H 2.543 1.114 -0.100
H -0.887 2.405 0.947
H 0.814 3.045 0.688

Population analysis type Löwdin, resulting atomic charges in e:
1. C -0.1970
2. C -0.1597
3. C -0.0384
4. C -0.1001
5. N -0.1315
6. N -0.0214
7. C -0.4637
8. N 0.1114
9. C -0.0765
10. H 0.1445
11. H 0.1259
12. H 0.0984
13. H 0.0689
14. H 0.0728
15. H 0.0799
16. H 0.0580
17. H 0.0522
18. H 0.0639
19. H 0.0298
20. H 0.0813
21. H 0.0576
22. H 0.0753
23. H 0.0309
24. H 0.0376